# 1
Below is an isolated molecule of C2HF4NO, with properties calculated with ωB97M-V with the def2-TZVPD basis set.

The geometry in ORCA input format:
```
! wB97M-V def2-TZVPD RIJCOSX def2/J DEFGRID3
* xyz 0 3
H -0.346 0.576 0.555
C 1.878 -1.580 -0.801
C 0.312 0.111 -0.157
F 1.420 -2.108 -1.923
F 0.583 0.865 -1.238
O 0.383 -1.978 0.983
N 0.745 -1.072 0.083
F 2.668 -2.400 -0.091
F 2.634 -0.578 -1.177
*
```

Expectation value of S²: 2.007
LUMO energy (spin up / spin down) in eV: 0.97 / -2.44
Kohn-Sham gap (spin up / spin down) in eV: 8.01 / 9.58
HOMO (spin up / spin down) in eV: -7.0 / -12.0


# 2
Below is a structure of composition C28H33CuGeO4PS5, with properties calculated with ωB97M-V with the def2-TZVPD basis set.

The geometry in ORCA input format:
```
! wB97M-V def2-TZVPD RIJCOSX def2/J DEFGRID3
* xyz -2 2
H -0.496 -0.518 -2.526
S -1.280 -0.478 0.335
H 0.680 -0.008 -5.996
H 5.353 -0.991 -6.904
C -2.960 -3.561 0.232
H 3.150 -6.119 -2.379
H -2.413 0.227 2.943
H 7.124 -0.366 -5.284
P -3.135 -0.050 -0.323
O 2.379 -0.630 -1.099
C 0.381 0.003 -2.924
H -0.457 -4.738 -6.793
H -6.422 0.589 1.438
C 0.766 -1.996 -5.179
H -3.532 -3.603 1.161
H -2.836 -4.577 -0.151
C 1.646 -3.067 -2.426
C 5.119 -0.891 -5.850
H 0.099 -4.568 0.199
Cu -0.119 1.443 1.211
C -3.392 -0.244 2.900
H -3.278 -1.252 2.501
H -1.979 -3.137 0.451
H 3.175 -3.992 -3.620
C -3.685 -2.708 -0.798
H -0.981 -3.035 -8.514
C -0.198 -3.699 -6.625
H 3.066 -1.401 -6.132
C 0.422 -3.324 -5.438
C -5.758 -0.022 2.052
C 0.445 -1.055 -6.162
H 0.034 0.511 -3.826
C 2.491 -4.115 -2.785
H -5.731 -1.030 1.636
H -2.812 -3.661 -2.501
H 0.634 -4.084 -4.695
C 0.793 -3.248 -1.338
S -3.257 0.811 -2.070
C -0.172 -1.417 -7.352
C 5.789 -0.429 -3.599
C 1.611 -5.491 -1.019
Ge 1.631 -1.404 -3.458
C -0.494 -2.747 -7.590
H 4.246 -0.562 -2.110
H -0.408 -0.660 -8.091
O 1.587 0.803 0.411
C 0.876 1.003 -1.892
H 0.040 1.576 -1.485
C 3.820 -1.118 -5.407
H -3.790 -0.310 3.916
O -3.998 -1.425 -0.229
H 1.570 1.719 -2.348
H -4.671 -3.147 -0.980
H 1.599 -6.427 -0.473
H -1.955 -2.197 -1.997
C 1.657 0.331 -0.766
C -2.942 -2.644 -2.121
C 2.479 -5.318 -2.088
S -1.688 2.997 1.848
C 4.490 -0.652 -3.160
C 0.769 -4.451 -0.645
S -1.155 4.246 4.532
C 6.109 -0.543 -4.945
H -4.400 1.581 2.504
C -0.755 3.214 3.291
H 0.156 -2.435 -1.007
O -3.955 0.836 0.714
H -6.159 -0.065 3.068
C -4.362 0.579 2.075
H 6.555 -0.162 -2.880
S 0.647 2.203 3.246
C 3.475 -0.997 -4.059
H -3.488 -2.049 -2.852
*
```

Expectation value of S²: 0.756
LUMO energy (spin up / spin down) in eV: 4.16 / 4.16
Kohn-Sham gap (spin up / spin down) in eV: 6.22 / 6.71
HOMO (spin up / spin down) in eV: -2.1 / -2.5


# 3
Below is an isolated molecule of C3H3NO, with properties calculated with ωB97M-V with the def2-TZVPD basis set.

The geometry in ORCA input format:
```
! wB97M-V def2-TZVPD RIJCOSX def2/J DEFGRID3
* xyz 0 1
C -0.868 -0.474 -0.014
N 2.729 0.180 -0.051
H -0.373 -1.472 -0.149
C 1.588 0.282 0.104
H -1.565 -0.374 -0.854
H -1.473 -0.617 0.942
C 0.123 0.635 0.030
O -0.160 1.840 -0.008
*
```

SMILES: CC(=O)C#N
LUMO energy in eV: -0.62
Kohn-Sham gap in eV: 10.71
HOMO in eV: -11.3


# 4
Below is an isolated molecule of C7H11NOS, with properties calculated with ωB97M-V with the def2-TZVPD basis set.

The geometry in ORCA input format:
```
! wB97M-V def2-TZVPD RIJCOSX def2/J DEFGRID3
* xyz 0 3
H 0.305 2.975 0.155
C -0.108 0.058 -3.768
H -0.637 0.688 -4.469
O -2.151 1.182 1.649
H 1.802 0.578 1.555
C -0.181 -0.006 -0.014
H -1.003 1.156 -2.170
C -0.627 -1.892 1.661
C 1.203 -0.183 1.974
H 0.338 -0.914 -3.957
H 0.810 -1.137 -1.262
C 0.195 -0.647 1.258
C -0.358 0.415 -2.520
H 1.337 -0.541 2.973
H 0.040 -2.715 1.906
N -0.126 2.581 1.004
H -1.256 -1.842 2.659
S -1.402 1.524 0.451
C 0.120 -0.245 -1.294
H -0.428 3.301 1.626
H -1.085 -2.196 0.703
*
```

Expectation value of S²: 2.035
LUMO energy (spin up / spin down) in eV: 0.35 / -3.15
Kohn-Sham gap (spin up / spin down) in eV: 5.10 / 5.21
HOMO (spin up / spin down) in eV: -4.7 / -8.4


In the order shown, the computed molecular weight values come out to 131.03, 761.03, 69.06, 157.24 g mol⁻¹.
In the order shown, the computed ΔE to the lowest compared entry with this formula, charge and spin values come out to 1.2217, 0.0000, 0.4905, 2.8882 eV.
In the order shown, the computed max |F| values come out to 11.3, 0.1, 3.1, 5.1 eV/Å.